Version w
Density functional theory data (the ωB97M-V functional and the def2-TZVPD basis) for a cluster of 2 separate species, C2H7NO in total.

frontier orbital gap = 10.62 eV
structure (SMILES) = CC=O.N
HOMO = -9.922 eV

```
! wB97M-V def2-TZVPD RIJCOSX def2/J DEFGRID3
* xyz 0 1
N 1.728 0.182 3.667
H 1.361 -0.689 3.376
H 1.979 0.679 2.890
H 1.205 0.583 4.400
O -0.345 -0.013 -2.669
C -0.190 0.026 -1.503
C -1.370 -0.238 -0.632
H 0.713 0.407 -1.033
H -2.479 0.069 -1.028
H -1.339 0.275 0.294
H -1.420 -1.221 -0.399
*
```

Version x
Density functional theory data (the ωB97M-V functional and the def2-TZVPD basis) for a cluster of 2 separate species, C2H7NO in total.

frontier orbital gap = 10.02 eV
structure (SMILES) = C=NC.O
HOMO = -9.449 eV

```
! wB97M-V def2-TZVPD RIJCOSX def2/J DEFGRID3
* xyz 0 1
C -0.403 0.541 0.886
C 1.907 0.757 0.737
N 0.848 1.107 0.071
H -0.680 1.176 1.672
H -1.352 0.622 0.250
H -0.153 -0.504 1.084
H 3.041 0.216 0.346
H 1.819 0.630 1.738
H -1.963 -1.109 -1.587
H -1.465 -1.538 -3.047
O -1.599 -1.898 -2.151
*
```

Version y
Density functional theory data (the ωB97M-V functional and the def2-TZVPD basis) for a cluster of 2 separate species, C2H7NO in total.

frontier orbital gap = 6.81 eV
HOMO = -7.725 eV

```
! wB97M-V def2-TZVPD RIJCOSX def2/J DEFGRID3
* xyz 0 1
O -1.634 -1.617 -1.322
H -2.427 -2.021 -0.941
C 0.553 0.794 -0.140
C 0.091 1.609 0.909
N 0.531 -0.656 -0.047
H 1.042 1.165 -1.047
H -0.656 2.392 0.881
H 0.737 1.539 1.753
H 0.809 -1.014 0.888
H -0.420 -1.154 -0.373
H 1.376 -1.037 -0.560
*
```

Version z
Density functional theory data (the ωB97M-V functional and the def2-TZVPD basis) for a cluster of 2 separate species, C2H7NO in total.

frontier orbital gap = 11.11 eV
structure (SMILES) = NC=O.C
HOMO = -10.173 eV

```
! wB97M-V def2-TZVPD RIJCOSX def2/J DEFGRID3
* xyz 0 1
C 2.202 -1.638 1.101
H 2.614 -1.426 2.091
H 1.229 -2.103 1.206
H 2.867 -2.342 0.602
H 2.157 -0.697 0.568
C -1.360 0.758 -0.467
N -0.312 1.424 0.087
O -1.246 -0.281 -1.059
H -2.312 1.277 -0.254
H -0.360 2.382 0.378
H 0.609 1.087 -0.136
*
```

Which structure wins on stability? version z wins.

Version w
Density functional theory data (the ωB97M-V functional and the def2-TZVPD basis) for a cluster of 2 separate species, C5H3N in total.

frontier orbital gap (spin up / spin down) = 7.32 / 7.81 eV
HOMO (spin up / spin down) = -8.459 / -9.868 eV

```
! wB97M-V def2-TZVPD RIJCOSX def2/J DEFGRID3
* xyz 0 3
C 0.423 1.415 2.210
C -0.129 0.082 0.079
C -0.480 -0.458 -1.040
C -0.946 -1.238 -1.996
C 0.236 0.583 1.173
N 0.554 2.044 3.188
H -1.895 -1.619 -1.981
H -0.231 -1.690 -2.526
H 2.467 0.880 0.894
*
```

Version x
Density functional theory data (the ωB97M-V functional and the def2-TZVPD basis) for a cluster of 2 separate species, C5H3N in total.

frontier orbital gap (spin up / spin down) = 7.46 / 6.32 eV
HOMO (spin up / spin down) = -6.612 / -9.228 eV

```
! wB97M-V def2-TZVPD RIJCOSX def2/J DEFGRID3
* xyz 0 3
C -0.520 -1.765 0.219
C -0.239 0.782 -0.407
C 2.727 -0.135 -0.730
C -0.144 -0.621 0.331
C 0.320 0.743 0.731
N 2.764 -1.165 -0.258
H -0.431 -2.811 0.191
H -0.511 1.010 -1.428
H 2.439 0.677 -1.373
*
```

Which structure wins on stability? version w wins.

Version w
Density functional theory data (the ωB97M-V functional and the def2-TZVPD basis) for a cluster of 2 separate species, CH6OS2 in total.

frontier orbital gap = 9.78 eV
structure (SMILES) = CO.SS
HOMO = -9.614 eV

```
! wB97M-V def2-TZVPD RIJCOSX def2/J DEFGRID3
* xyz 0 1
S 2.066 -0.980 -1.779
S 2.753 -1.274 0.152
H 0.775 -0.586 -1.589
H 2.910 0.004 0.535
C -1.166 0.513 0.715
O -2.305 0.809 -0.127
H -0.437 -0.157 0.260
H -1.444 0.119 1.692
H -0.731 1.501 0.834
H -2.421 0.051 -0.693
*
```

Version x
Density functional theory data (the ωB97M-V functional and the def2-TZVPD basis) for a cluster of 2 separate species, CH6OS2 in total.

frontier orbital gap = 9.03 eV
structure (SMILES) = CO.SS
HOMO = -8.464 eV

```
! wB97M-V def2-TZVPD RIJCOSX def2/J DEFGRID3
* xyz 0 1
S -2.529 -0.610 -0.203
S -2.393 -2.513 -0.501
H -1.446 -0.315 -0.945
H -3.738 -2.916 -0.477
C 1.881 1.343 0.437
O 1.427 0.385 -0.483
H 1.453 2.398 0.368
H 2.935 1.403 0.250
H 1.424 1.083 1.482
H 0.986 -0.259 0.072
*
```

Version y
Density functional theory data (the ωB97M-V functional and the def2-TZVPD basis) for a cluster of 2 separate species, CH6OS2 in total.

frontier orbital gap = 9.29 eV
structure (SMILES) = CO.SS
HOMO = -9.015 eV

```
! wB97M-V def2-TZVPD RIJCOSX def2/J DEFGRID3
* xyz 0 1
S -1.214 0.328 -0.967
S 0.852 0.530 -1.294
H -1.037 -0.677 -0.094
H 0.865 1.787 -0.829
C 0.746 -0.308 2.246
O -0.002 -1.433 1.812
H 0.432 0.674 1.947
H 0.752 -0.299 3.336
H 1.708 -0.591 1.836
H -0.897 -1.548 2.146
*
```

Which structure wins on stability? version w wins.

Version w
Density functional theory data (the ωB97M-V functional and the def2-TZVPD basis) for the ion C2H3N2O2 with charge +1.

frontier orbital gap = 8.34 eV
structure (SMILES) = O=C/C=[NH+]\N=O
HOMO = -16.044 eV

```
! wB97M-V def2-TZVPD RIJCOSX def2/J DEFGRID3
* xyz 1 1
C 0.352 0.281 0.523
C 1.058 -0.689 -0.371
N -0.852 0.739 0.393
N -1.545 0.563 -0.768
O -1.607 -0.518 -1.241
O 1.226 -0.802 -1.536
H 1.050 0.530 1.413
H 1.414 -1.488 0.482
H -1.096 1.384 1.104
*
```

Version x
Density functional theory data (the ωB97M-V functional and the def2-TZVPD basis) for the ion C2H3N2O2 with charge +1.

frontier orbital gap = 8.39 eV
structure (SMILES) = O=C/C=[NH+]\N=O
HOMO = -15.884 eV

```
! wB97M-V def2-TZVPD RIJCOSX def2/J DEFGRID3
* xyz 1 1
C 0.212 0.826 -0.146
C 0.139 -0.110 -1.306
N 0.089 0.304 1.026
N -0.666 -0.841 1.439
O -0.543 -1.889 0.943
O -0.810 -0.596 -1.799
H 0.343 1.829 -0.284
H 1.223 -0.353 -1.801
H 0.013 0.830 1.927
*
```

Which structure wins on stability? version x wins.

Version w
Density functional theory data (the ωB97M-V functional and the def2-TZVPD basis) for a structure of composition CsH2O.

frontier orbital gap = 12.40 eV
HOMO = -16.469 eV

```
! wB97M-V def2-TZVPD RIJCOSX def2/J DEFGRID3
* xyz 1 1
Cs -1.902 0.055 1.277
O 0.375 0.228 -0.584
H 0.692 0.211 0.320
H 0.835 -0.493 -1.013
*
```

Version x
Density functional theory data (the ωB97M-V functional and the def2-TZVPD basis) for a structure of composition CsH2O.

frontier orbital gap = 12.71 eV
HOMO = -16.716 eV

```
! wB97M-V def2-TZVPD RIJCOSX def2/J DEFGRID3
* xyz 1 1
Cs -1.160 0.075 1.384
O 0.084 -0.127 -0.236
H 0.773 -0.693 -0.584
H 0.303 0.745 -0.563
*
```

Which structure wins on stability? version w wins.

Version w
Density functional theory data (the ωB97M-V functional and the def2-TZVPD basis) for the molecule C9H6O2.

frontier orbital gap = 9.25 eV
structure (SMILES) = C#CC#CC#C[C@@H]1O[C@H]1CO
HOMO = -9.226 eV

```
! wB97M-V def2-TZVPD RIJCOSX def2/J DEFGRID3
* xyz 0 1
C -1.257 6.480 -0.859
C -0.904 5.335 -0.592
C -0.578 3.997 -0.267
C -0.402 2.787 -0.103
C -0.387 1.379 0.072
C -0.369 0.179 0.169
O 0.720 -4.198 1.074
O 0.860 -1.626 1.255
C 0.711 -3.646 -0.254
C -0.276 -1.242 0.518
C 0.869 -2.155 -0.072
H -1.543 7.500 -1.071
H 0.948 -3.465 1.705
H 1.557 -4.021 -0.848
H -0.248 -3.896 -0.728
H -1.269 -1.650 0.801
H 1.567 -1.758 -0.799
*
```

Version x
Density functional theory data (the ωB97M-V functional and the def2-TZVPD basis) for the molecule C9H6O2.

frontier orbital gap = 8.36 eV
structure (SMILES) = O=C1Cc2ccccc2C1=O
HOMO = -9.051 eV

```
! wB97M-V def2-TZVPD RIJCOSX def2/J DEFGRID3
* xyz 0 1
C -2.002 -0.419 -0.025
C -0.924 -1.557 0.049
C 0.427 -0.855 0.004
C 1.696 -1.443 -0.038
C 2.746 -0.525 -0.074
C 2.623 0.812 0.018
C 1.365 1.391 0.048
C 0.290 0.547 0.147
C -1.110 0.865 0.077
H -1.054 -2.079 -0.902
H -1.077 -2.089 1.007
H 1.903 -2.575 0.001
H 3.747 -0.988 -0.207
H 3.408 1.559 -0.079
H 1.162 2.506 0.065
O -3.165 -0.550 -0.031
O -1.680 1.896 -0.110
*
```

Which structure wins on stability? version x wins.